ORCA calculation (wB97M-V/def2-TZVPD) on C49H55AsCsN4S4 as an isolated structure at a distorted geometry.

Summary:
Relative energy (zero: lowest compared OMol25 entry of this formula, charge and spin) = 0.000 eV
LUMO level = -0.31 eV
HOMO-LUMO gap = 2.420 eV
Total charge = -1
E_tot = -5967.69456 hartree

Atoms and positions in Å:
H 4.493 2.881 -8.947
C -1.095 -0.437 5.577
C 3.464 -0.323 -1.550
H -2.125 -3.262 1.121
C -3.844 3.699 -1.866
S 3.442 2.369 -2.060
H 4.415 -0.130 2.184
C 2.774 -3.641 5.991
H 4.178 4.366 -7.943
C 3.295 2.561 -7.173
H 3.274 -3.402 6.948
N 2.581 3.794 -9.168
C 1.536 1.604 -8.467
H 1.589 -2.741 -2.372
C 3.995 -1.418 -0.917
H 0.489 1.347 -8.542
H -4.593 -0.732 -2.625
H 1.059 -4.090 1.791
H 4.071 2.026 0.723
C -2.513 -1.160 -2.919
H 1.022 -1.543 -1.098
C 3.598 0.989 -1.036
C 4.225 -0.149 1.113
H 2.066 5.450 -8.013
C 2.309 -2.537 5.223
H -5.937 1.051 -1.576
H -5.876 -1.349 1.951
C -5.520 2.031 -1.342
H -0.589 -2.574 5.759
C 0.258 1.410 4.781
H -2.412 3.375 7.429
N -0.676 -1.451 2.023
As 0.691 -1.085 3.108
C -2.672 -2.362 1.464
C 2.892 -1.188 5.665
C -4.032 -2.446 1.637
C 1.104 -1.760 -2.218
H 3.833 -1.465 6.169
H 1.604 3.033 4.125
H -1.946 -2.176 4.596
C -0.231 -1.810 -2.886
C -2.656 -1.752 -4.186
S 2.339 -0.588 -2.937
C -1.903 2.489 7.804
C -0.352 -2.605 -4.035
H 1.042 2.637 -10.254
C 1.341 1.984 3.885
H 3.759 1.576 -7.283
H 1.022 1.950 2.804
H -7.087 2.660 -0.036
H -2.233 0.956 2.286
C -5.682 4.240 -0.321
H -3.621 -0.336 -1.193
H -2.560 1.973 8.470
C 2.883 -6.084 6.641
C -1.551 -2.433 -4.708
C -4.769 -1.267 1.890
C -1.937 -1.212 1.912
S -2.538 4.413 -2.682
C 1.095 -4.107 3.871
C 1.579 -5.154 4.670
C -3.601 -0.353 -2.290
H 3.112 -0.603 4.768
H 0.123 3.200 5.986
N 1.834 2.276 -7.163
C 2.417 -4.932 5.752
C 4.379 -1.377 0.457
H 4.067 -2.346 -1.488
C 1.102 3.555 -7.208
H 2.275 1.366 3.910
H -4.713 0.860 1.907
C -1.450 -1.939 5.574
C 1.412 -2.752 4.197
H 1.500 -6.221 4.369
C -6.202 2.958 -0.546
N -1.312 -1.251 -2.272
C 3.781 3.464 -8.327
H 1.191 3.969 -6.170
H 4.774 -2.222 1.008
H 2.109 0.651 -8.468
H 0.788 4.839 -9.022
C 1.952 2.454 -9.608
C -4.081 -0.047 1.923
H -1.130 2.890 8.498
C -4.333 2.366 -1.981
H 2.682 2.002 -10.273
H 2.195 -0.639 6.351
H 0.038 3.337 -7.340
H 2.983 -5.764 7.661
H 3.549 2.942 -6.197
H 0.467 -3.288 -4.377
C -2.719 -0.008 2.064
H -0.580 -4.118 2.530
H 2.897 4.264 -10.017
C -0.103 0.073 4.698
H -2.384 -0.078 7.206
S -3.509 1.306 -3.037
H -4.103 5.658 -1.020
C 3.936 1.010 0.332
H 3.865 -6.407 6.327
C 0.430 -4.491 2.572
C -1.649 0.348 6.559
H -2.221 -2.117 6.310
C -0.276 2.198 5.801
C 1.586 4.535 -8.353
H -4.557 -3.383 1.735
H 2.229 -6.945 6.600
H 0.423 -5.581 2.491
H -3.614 -1.679 -4.737
Cs -0.336 1.572 -1.270
H -1.651 -2.889 -5.756
C -4.541 4.637 -0.995
C -1.266 1.679 6.687
H -6.136 4.922 0.386